(1)
{
  "formula": "C5H11NO",
  "method": "ωB97M-V/def2-TZVPD",
  "de_lowest_kj_mol": 129.4,
  "smiles": "CCCC(=O)NC",
  "orbital_gap_ev": 10.31,
  "e_homo_ev": -9.457,
  "multiplicity": 1,
  "symbols": ["C", "C", "C", "C", "O", "N", "C", "H", "H", "H", "H", "H", "H", "H", "H", "H", "H", "H"],
  "positions_angstrom": [[0.4365, 1.6003, -1.4273], [0.0553, 0.2000, -1.9185], [0.5566, -0.9240, -1.0276], [-0.4416, -1.0173, 0.3419], [-1.6037, -1.4023, 0.3542], [0.3885, -0.8058, 1.3650], [-0.4371, -0.6346, 2.7389], [0.0664, 2.3675, -2.1172], [0.0131, 1.8211, -0.4382], [1.5259, 1.7163, -1.3592], [-1.0349, 0.1090, -1.9487], [0.4226, 0.0644, -2.9410], [0.3329, -1.9189, -1.4022], [1.6846, -0.8637, -0.9330], [1.2215, -0.2135, 1.2075], [-1.5344, -0.4544, 2.6209], [0.0087, 0.2415, 3.2054], [-0.3172, -1.5430, 3.3463]],
  "atomic_forces_ev_per_a": [[0.01, -0.03, 0.02], [-0.24, -0.04, -0.18], [-1.47, -0.28, 0.93], [2.36, -0.64, -3.01], [1.56, 0.84, -0.15], [-2.46, 0.98, 3.96], [1.27, -0.06, -1.20], [0.07, -0.13, 0.13], [0.06, -0.10, -0.16], [-0.14, -0.04, -0.01], [0.04, 0.10, -0.19], [-0.04, 0.02, 0.06], [0.10, -0.01, -0.68], [-1.30, -0.01, 0.75], [-1.08, -0.66, 0.26], [1.15, -0.19, -0.62], [-0.02, -0.20, 0.33], [0.16, 0.43, -0.24]]
}

***

(2)
{
  "formula": "C5H11NO",
  "method": "ωB97M-V/def2-TZVPD",
  "de_lowest_kj_mol": 120.7,
  "orbital_gap_ev": 10.97,
  "e_homo_ev": -10.185,
  "multiplicity": 1,
  "symbols": ["C", "C", "C", "C", "C", "O", "N", "H", "H", "H", "H", "H", "H", "H", "H", "H", "H", "H"],
  "positions_angstrom": [[0.3022, 0.4344, -0.2612], [0.3636, 0.6596, 1.2528], [0.9680, 1.5938, -1.0038], [0.9674, -0.8946, -0.6323], [-2.1130, -0.1355, -0.5653], [-3.2043, -0.5299, -0.5899], [-1.0660, 0.4092, -0.6786], [-2.3473, -2.6699, 1.4484], [-1.7874, -2.9859, 1.8880], [-0.1368, 1.5882, 1.5168], [-0.1261, -0.1582, 1.7773], [0.8978, 1.4406, -2.0775], [2.0159, 1.6636, -0.7257], [0.4746, 2.5300, -0.7562], [0.8948, -1.0669, -1.7035], [2.0171, -0.8749, -0.3512], [0.4802, -1.7190, -0.1158], [1.3994, 0.7154, 1.5775]],
  "atomic_forces_ev_per_a": [[0.60, -0.02, 0.21], [-0.02, -0.01, -0.22], [-0.01, -0.17, 0.13], [-0.10, 0.20, 0.03], [0.26, 0.46, -0.30], [-1.13, -0.71, 0.23], [0.13, 0.23, -0.15], [0.85, -0.47, 0.66], [-0.85, 0.49, -0.67], [-0.03, 0.08, 0.02], [-0.02, -0.08, 0.06], [0.00, -0.01, -0.10], [0.14, 0.02, 0.03], [-0.04, 0.09, 0.02], [0.01, -0.01, -0.09], [0.12, -0.02, 0.03], [-0.03, -0.08, 0.06], [0.11, 0.00, 0.06]]
}

***

(3)
{
  "formula": "C5H11NO",
  "method": "ωB97M-V/def2-TZVPD",
  "de_lowest_kj_mol": 569.9,
  "smiles": "CNC(C)=O.C=C",
  "orbital_gap_ev": 9.56,
  "e_homo_ev": -8.710,
  "multiplicity": 1,
  "symbols": ["C", "N", "C", "C", "O", "H", "H", "H", "H", "H", "H", "H", "C", "C", "H", "H", "H", "H"],
  "positions_angstrom": [[-1.4822, -0.2751, -0.9964], [-0.8500, -1.0108, 0.0798], [0.5734, -0.8084, 0.1714], [1.2027, -1.6270, 1.1859], [1.1253, -0.1738, -0.7646], [-0.6960, -0.3214, -1.8659], [-2.3151, -0.9175, -1.4731], [-1.8512, 0.8432, -0.8124], [-1.3907, -1.0852, 1.0143], [0.4371, -2.0786, 1.8249], [1.8047, -0.8777, 1.8389], [1.8670, -2.2715, 0.7999], [0.6916, 1.9549, -0.5617], [-0.1762, 1.5435, 0.2502], [1.2639, 2.8103, -0.3564], [1.0062, 1.4132, -1.5655], [-0.4377, 2.2470, 1.0184], [-0.7729, 0.6347, 0.2122]],
  "atomic_forces_ev_per_a": [[-1.94, -1.32, -4.11], [-0.13, -0.27, 1.71], [-0.82, -0.38, -4.95], [-0.81, 3.95, 4.04], [-0.19, -5.55, 3.26], [-1.49, 0.77, 1.76], [0.87, 0.97, 1.18], [0.45, -2.84, -0.72], [1.32, -0.04, -2.24], [0.42, -0.21, -0.13], [-0.79, -1.30, -0.81], [2.23, -2.46, -1.45], [3.46, 1.11, -5.69], [-3.58, 0.94, 3.66], [0.42, 1.51, 0.15], [-0.88, 1.99, 2.30], [-0.02, 0.15, 0.85], [1.49, 2.99, 1.20]]
}

***

(4)
{
  "formula": "C5H11NO",
  "method": "ωB97M-V/def2-TZVPD",
  "de_lowest_kj_mol": 386.8,
  "orbital_gap_ev": 9.55,
  "e_homo_ev": -8.706,
  "multiplicity": 1,
  "symbols": ["C", "C", "C", "C", "C", "N", "O", "H", "H", "H", "H", "H", "H", "H", "H", "H", "H", "H"],
  "positions_angstrom": [[-0.9457, -0.5614, -0.9109], [-0.1392, 1.1785, 0.8204], [0.7047, 0.2717, 1.5780], [1.6708, -0.8185, 0.2871], [0.1624, 0.4556, -0.6021], [-2.1909, 0.1635, -1.1225], [0.7180, 1.1107, -1.4755], [-2.9641, -0.4706, -1.2988], [-2.1005, 0.7980, -1.9086], [-0.5921, -1.1392, -1.7759], [-1.0870, -1.2530, -0.0774], [-1.2016, 1.1292, 1.0389], [0.2477, 2.1871, 0.7255], [0.2071, -0.5411, 2.0956], [1.5444, 0.7297, 2.0881], [1.6344, -1.2597, -0.7130], [1.7330, -1.7178, 0.9066], [2.5985, -0.2625, 0.3443]],
  "atomic_forces_ev_per_a": [[0.80, -0.83, -0.24], [-0.01, -0.49, -2.48], [1.64, -2.40, -1.52], [0.64, -0.12, 2.76], [-3.19, 4.04, 0.30], [0.16, 0.18, -0.02], [0.25, -1.32, 0.57], [0.23, 0.10, 0.01], [-0.06, -0.11, 0.02], [-0.14, -0.03, -0.01], [0.07, 0.04, 0.01], [0.01, 0.20, 0.04], [-0.13, 0.09, 0.17], [0.08, 0.26, 0.31], [0.02, -0.38, 0.16], [-0.93, 0.76, -0.16], [0.28, 0.13, 0.22], [0.28, -0.13, -0.13]]
}